Formula: C48H108O34P4
Source: the OMol25 dataset
Level of theory: ωB97M-V/def2-TZVPD

Element x y z (Å)
C 0.57384 0.15711 -2.57262
C 1.95602 0.77279 -2.17560
O 1.79091 1.88827 -1.32170
P 1.67770 1.73707 0.29342
O 1.76589 3.01008 1.09825
O 2.92792 0.80974 0.65400
C 3.19070 0.41945 2.02169
C 2.83644 -1.06558 2.19671
O 0.36916 0.83045 0.54097
C -0.83686 1.46970 0.69176
C -1.90033 0.46434 0.32132
H -0.02949 0.98173 -2.95222
H 0.69519 -0.65460 -3.28990
H 0.09888 -0.20582 -1.66114
H 2.60115 0.04397 -1.68495
H 2.45380 1.10292 -3.08736
H 4.22870 0.66660 2.24436
H 2.60654 1.04447 2.69713
H 3.68208 -1.65751 1.84654
H 2.53776 -1.25514 3.22771
H 1.96089 -1.25376 1.57534
H -1.00509 1.91940 1.67032
H -0.79328 2.29069 -0.02389
H -2.93824 0.79495 0.36034
H -1.84221 0.13271 -0.71539
H -1.78036 -0.43188 0.93000
C 6.70276 -5.82707 5.16121
C 5.27143 -6.17913 5.72137
O 4.20883 -5.67081 4.93328
P 3.67028 -4.17931 5.07190
O 3.32649 -3.75104 6.44249
O 4.72977 -3.27645 4.26124
C 5.34885 -2.09560 4.81101
C 6.43284 -1.57120 3.82130
O 2.38742 -4.19186 4.01647
C 1.36515 -5.10587 4.19765
C 1.65848 -6.27859 3.24616
H 7.42530 -5.75197 5.97386
H 7.14392 -6.64700 4.59447
H 6.73761 -4.82423 4.73555
H 5.08405 -7.24964 5.80497
H 5.17128 -5.74144 6.71459
H 4.50687 -1.40753 4.88677
H 5.67829 -2.38402 5.80919
H 7.37903 -2.10313 3.92070
H 6.04234 -1.56295 2.80368
H 6.72388 -0.53901 4.01621
H 1.23032 -5.46274 5.21872
H 0.39882 -4.63275 4.02316
H 0.94343 -7.09997 3.29257
H 1.69939 -5.79880 2.26830
H 2.63046 -6.72763 3.45039
C -5.49918 -3.61637 -2.55330
C -6.71347 -2.70865 -2.93359
O -6.34161 -1.40422 -2.63359
P -6.64128 -0.70093 -1.18827
O -5.88214 0.54869 -0.90034
O -8.23925 -0.48384 -1.20781
C -8.80363 0.17920 -2.41181
C -9.34580 1.54743 -2.05637
O -6.38783 -1.92660 -0.16241
C -5.40420 -1.79722 0.78541
C -4.95127 -3.10209 1.42558
H -5.66024 -3.84550 -1.49989
H -5.61499 -4.55969 -3.08701
H -4.53879 -3.13938 -2.74892
H -6.84668 -2.59737 -4.00968
H -7.66409 -2.98414 -2.47694
H -8.09423 0.34494 -3.22260
H -9.56218 -0.53517 -2.73178
H -8.59084 2.29687 -1.81875
H -9.91267 1.98454 -2.87837
H -10.05805 1.56760 -1.23151
H -4.48424 -1.34405 0.41607
H -5.78218 -1.04870 1.48179
H -5.72532 -3.59411 2.01453
H -4.76244 -3.74704 0.56740
H -4.01033 -3.14047 1.97445
C -4.21797 4.00296 0.14086
C -4.28772 3.23682 -1.10038
O -3.46197 3.93645 -2.06706
P -2.96261 3.04989 -3.29876
O -3.93925 2.96330 -4.42520
O -1.51057 3.66670 -3.72923
C -0.44464 3.98748 -2.83319
C 0.70835 4.66805 -3.63520
O -2.58524 1.60362 -2.64164
C -3.26799 0.46223 -3.15361
C -2.56526 -0.07097 -4.46861
H -4.93349 3.68561 0.89943
H -3.23564 3.86253 0.59186
H -4.32175 5.08536 0.06514
H -4.03158 2.19551 -0.90504
H -5.31896 3.23203 -1.45340
H -0.74379 4.68579 -2.05156
H -0.12215 3.07292 -2.33553
H 0.50399 5.58235 -4.19233
H 1.63093 4.82380 -3.07602
H 0.94254 3.90602 -4.37854
H -3.24024 -0.33615 -2.41205
H -4.32062 0.72455 -3.25984
H -3.18861 -0.83037 -4.94067
H -2.45053 0.76586 -5.15755
H -1.58564 -0.52600 -4.32234
C -5.20486 1.43926 4.65844
C -4.20270 1.58918 5.79314
O -3.55039 2.88764 5.63977
C -2.57196 3.05001 4.72714
O -2.09353 2.19651 3.99266
O -2.06020 4.29717 4.78873
C -0.94165 4.69449 4.02321
H -6.06258 0.90326 5.06480
H -4.84259 0.92636 3.76749
H -5.67125 2.36894 4.33242
H -3.44347 0.81265 5.70006
H -4.65983 1.52100 6.78030
H -0.25823 5.40653 4.48584
H -1.30777 5.16951 3.11303
H -0.43620 3.76321 3.76759
C 1.89660 -5.58811 -3.22147
C 2.44788 -4.19482 -2.89688
O 2.73043 -4.10933 -1.46862
C 3.84762 -4.45659 -0.91956
O 4.84331 -4.81653 -1.58671
O 3.73191 -4.34291 0.33588
C 4.75144 -4.75768 1.23859
H 2.70127 -6.32322 -3.20617
H 1.43872 -5.48084 -4.20479
H 1.06350 -5.76346 -2.54081
H 1.73248 -3.39226 -3.07630
H 3.34934 -3.92020 -3.44465
H 4.98407 -5.82205 1.20547
H 4.32427 -4.58744 2.22685
H 5.70508 -4.24380 1.11775
C -1.45240 2.73782 -7.35798
C -0.62565 1.90797 -8.29930
O -0.86617 0.51437 -8.04863
C -0.15672 -0.15551 -7.14003
O 0.87027 0.26378 -6.62219
O -0.78098 -1.32429 -6.83413
C -0.14568 -2.21258 -5.92868
H -1.36474 2.59386 -6.28109
H -2.49177 2.50695 -7.59146
H -1.34546 3.80065 -7.57487
H 0.42952 2.13113 -8.45716
H -1.13333 2.01137 -9.25829
H 0.38232 -1.67981 -5.13780
H 0.64465 -2.70751 -6.49307
H -0.80724 -2.95425 -5.48107
C 4.20642 4.74131 4.84811
C 3.21144 3.90382 4.13337
O 2.46596 3.15905 5.07540
C 2.97687 1.96517 5.52188
O 4.01216 1.45178 5.09172
O 2.24979 1.54311 6.56242
C 2.80386 0.57964 7.48163
H 5.02843 4.22908 5.34813
H 3.67457 5.35816 5.57249
H 4.56655 5.49470 4.14753
H 3.70614 3.23382 3.43018
H 2.49055 4.51080 3.58566
H 2.02848 0.31015 8.19875
H 3.66790 1.02155 7.97787
H 3.12362 -0.30157 6.92548
C 6.76958 8.38816 -2.85446
C 5.35199 8.89879 -2.58322
O 4.67357 8.32901 -1.42848
C 4.16938 7.02145 -1.42577
O 4.13259 6.30345 -2.38990
O 3.66762 6.83152 -0.13003
C 3.05164 5.58004 0.22261
H 7.38466 8.39560 -1.95462
H 7.24108 8.97319 -3.64411
H 6.78006 7.35779 -3.20991
H 4.73448 8.87376 -3.48108
H 5.33968 9.98438 -2.48614
H 2.00167 5.55394 -0.06890
H 3.05685 5.73777 1.30112
H 3.52496 4.63801 -0.05427
C 0.03696 -3.08975 0.48070
C -1.35336 -3.24279 -0.12392
O -1.37853 -4.33519 -0.98187
C -1.53056 -4.25905 -2.25904
O -1.45714 -3.18896 -2.87907
O -1.75699 -5.39984 -2.77556
C -2.00706 -5.45776 -4.21533
H 0.00503 -2.75263 1.51676
H 0.75967 -2.45687 -0.03433
H 0.44416 -4.08855 0.63779
H -1.52612 -2.29761 -0.63861
H -2.01617 -3.35840 0.73363
H -2.41653 -4.51789 -4.58555
H -2.53146 -6.38285 -4.45475
H -1.01943 -5.48219 -4.67585

Atomic forces in eV per Å
1.1046 0.7976 0.9409
-0.7874 -1.5374 -0.9009
-0.1446 0.8895 2.2072
1.3392 1.1795 0.7292
-0.9008 -1.7334 -1.7858
-0.6356 -0.0805 -0.7112
-0.5693 -0.1206 0.3635
0.1534 1.0676 -0.3093
3.3920 -0.8524 0.4872
-2.2312 1.3490 -0.8541
-0.5573 -0.5259 -0.4097
-0.1456 -0.3036 -0.3267
-0.0540 0.1845 -0.0043
-0.0793 -0.2119 -0.1902
-0.0006 -0.1084 -0.0415
0.0763 0.3002 0.1873
0.0421 -0.1944 -0.2181
-0.1754 0.0408 -0.0806
-0.2579 -0.3796 0.2483
0.3795 -0.2661 0.0267
0.0776 -0.1605 -0.0007
0.2641 -0.3015 0.2379
-0.7658 0.3750 -0.1144
0.0738 0.3725 0.6034
0.5438 0.1268 -0.0732
-0.0964 0.0178 0.2671
-0.4879 -0.5503 1.1169
1.3846 0.5356 0.4937
-0.5382 0.5444 -0.8705
-1.1835 0.6550 -0.9627
0.5371 -0.1637 -0.7981
-0.6999 -1.5218 -0.0183
-0.3639 0.5018 -0.4757
-0.4080 -0.1089 0.9210
3.0197 1.4379 1.4041
-1.0981 -2.2226 0.2319
-0.2538 0.4505 0.0883
-0.2718 -0.0349 0.5438
-0.3904 0.4052 -0.7786
-0.1911 -0.3738 -0.6180
0.2467 0.0657 -0.1110
0.0207 -0.0940 0.1406
0.4419 0.5418 0.2468
0.4156 0.4916 -0.0403
-0.2149 -0.4488 -0.3221
0.0881 -0.3679 0.0184
-0.4304 0.1325 0.3917
0.5975 0.0606 0.3656
0.1135 0.2179 -0.5985
-0.3059 0.2717 -0.1415
-0.0781 -0.5078 -0.3272
0.0185 0.2663 0.1189
-2.0418 -0.3512 -0.0378
1.3346 -0.8050 -0.9154
0.2388 3.2428 2.3636
-0.0162 0.2905 -0.7258
-0.5771 -1.7331 -0.5555
1.1923 -0.1514 -0.5303
-0.2329 0.2607 0.6812
-0.6802 0.5375 0.3105
-1.8165 0.1360 -2.2047
2.2406 1.4251 2.6823
-0.9225 -0.9183 -0.9611
0.5773 0.0092 0.0083
0.3394 -0.0725 -0.1163
-0.1742 0.0221 -0.0511
-0.1705 -0.8495 -0.1475
0.0889 -0.2208 0.1564
0.3818 -0.5438 0.2345
-0.1019 0.3076 -0.1337
0.3616 -0.3644 0.0075
0.0903 -0.2654 -0.3825
0.1044 -0.4351 0.1787
-0.0428 0.1591 -0.6343
0.1990 -0.1945 0.6210
-0.0341 0.1095 0.0813
0.0009 -0.3908 -0.0225
-0.1617 0.8358 0.1203
0.7602 0.9050 2.1164
-1.3476 0.2019 -0.4420
0.8324 -1.2023 -0.2814
0.3362 -0.2110 -1.2283
1.5425 0.1128 1.3339
-1.9538 -0.2742 0.1976
0.8933 1.2670 0.3192
-0.2687 -1.6386 -0.3591
0.1591 1.4094 -0.2515
0.5019 -1.2313 -1.2712
-0.9112 0.6765 0.7913
-0.1611 -0.2736 -0.1795
0.1983 -0.0359 0.1475
-0.2306 -0.0254 -0.5176
0.3763 0.1882 -0.4776
0.0279 -0.0595 -0.3938
-0.5900 -0.0581 0.0359
0.2922 0.0756 -0.1715
-0.6097 -0.0066 0.3660
-0.2442 -0.0705 0.4175
0.3403 0.1126 -0.3466
0.2305 0.1798 0.3181
0.0837 -0.1695 -0.5134
-0.1321 0.0464 -0.0203
-0.1109 -0.0508 -0.1127
-0.0999 0.1518 0.4978
-1.0774 -0.3646 0.3468
0.7002 0.3206 -1.7863
0.6156 0.6183 0.0977
1.7524 -0.7803 -0.4897
-1.1640 0.4885 0.7726
-1.7544 0.3974 1.8055
0.1055 -1.2033 -1.4617
-0.0311 -0.4714 -0.2011
0.2292 0.0174 0.2178
0.4361 0.3276 0.1730
0.0700 0.0302 0.1578
0.1620 0.5937 -0.1271
-0.4927 -0.2648 0.7754
0.0199 -0.0778 -0.1344
0.4921 0.3160 -0.2556
-0.0340 1.5736 -0.1612
0.7347 -0.1930 0.6384
-2.5146 0.8887 -0.7174
3.5972 -1.3906 -4.6599
-1.6372 0.5016 1.8547
-0.1792 0.1265 3.1116
0.3470 -0.4268 0.7324
-0.3679 -0.1199 0.0768
0.2079 -0.4155 -0.2784
0.2554 -0.4677 0.1872
-0.2396 -0.2035 0.1704
0.1020 -0.3469 -0.0017
-0.3043 -0.1221 -0.5662
0.1999 0.2894 -0.2279
-0.2707 0.3527 -0.2035
-0.6127 0.4473 0.2260
-0.4592 -0.2203 -0.5576
-0.1182 -1.4307 0.3283
0.9710 0.8367 1.1753
-1.2140 -0.8875 -0.5531
-0.5296 0.8909 -0.5978
1.6253 0.0991 -0.0873
0.5656 -0.1289 -0.0949
-0.1211 -0.0077 0.1153
0.2192 0.0397 0.0370
0.0005 -0.0741 0.5724
0.3857 0.1315 -0.2375
-0.2965 0.1682 0.0585
0.0157 -0.3697 0.0440
-0.4157 0.4881 -0.3753
0.0161 1.5330 0.2089
0.5347 -0.6434 -0.6763
-0.6874 -2.2529 1.2128
1.7639 0.7613 -0.3412
-1.9322 0.5625 0.7371
-0.3345 0.4996 -0.3474
0.4315 -0.1102 -0.8110
-0.1216 -0.1660 -0.2537
-0.0053 -0.1434 0.3639
0.5222 -0.1666 -0.1370
-0.1604 -0.0500 -0.1012
-0.0098 -0.1093 0.0734
0.0211 0.2512 -0.2417
-0.0667 -0.0307 0.0701
-0.0077 -0.0633 0.1348
-0.4329 -0.4969 0.2271
-0.2654 -0.0871 -0.6677
-0.1078 -1.1455 0.1464
-0.2391 1.7321 0.6093
-0.0347 0.1147 1.1761
1.4480 0.1884 -3.0974
-0.5725 0.5666 0.8768
-0.0090 0.3020 0.0084
-0.0387 0.2248 0.1493
-0.2701 -0.0614 0.0173
-0.2002 -1.0609 -0.0936
0.2855 -0.0192 1.1207
0.1027 0.0365 -0.3417
-0.0947 -0.7952 0.0801
0.3885 0.4620 -0.2203
0.4655 -0.7306 0.9232
1.5628 2.3454 0.8097
-0.3842 -2.2123 1.5287
0.3215 4.8202 -1.3783
-0.1352 -1.2294 0.3343
-1.0378 -2.7484 -1.4395
1.4254 0.5289 0.2414
-0.3694 0.5243 -0.0040
-0.2127 -0.2201 -0.3460
0.3377 -0.1178 -0.4431
-0.6909 -0.2620 -0.2629
-0.5181 -0.4497 -0.5761
-0.6537 -0.3006 0.3142
-0.1837 0.3856 0.3344
0.0678 -0.3108 -0.1171

The calculation puts the energy above the lowest of the compared OMol25 structures with the same formula, charge and spin at 0.0 kcal/mol. Its LUMO energy is 0.38 eV. The SMILES is CCOP(=O)(OCC)OCC.CCOP(=O)(OCC)OCC.CCOP(=O)(OCC)OCC.CCOP(=O)(OCC)OCC.CCOC(=O)OC.CCOC(=O)OC.CCOC(=O)OC.CCOC(=O)OC.CCOC(=O)OC.CCOC(=O)OC. The frontier orbital gap comes out at 10.50 eV.

Mulliken atomic charge list, values in e, 2 entries: number 1, C, carries 1.6803; number 2, C, carries -0.9238